(a)
Molecular formula: C5H15NO
Method: DFT, the ωB97M-V functional and the def2-TZVPD basis

Properties
molecular weight = 105.181 Da
HOMO level = -0.306 hartree
E_LUMO = 0.70 eV

```
! wB97M-V def2-TZVPD RIJCOSX def2/J DEFGRID3
* xyz 0 1
C 0.40287 0.21803 -1.72580
N 0.70906 0.23341 -0.31018
C 1.76172 1.16699 0.01871
C 2.11489 -1.90000 -0.12036
C 0.84849 -1.10121 0.25494
C 0.48601 -1.10983 1.72040
H 1.21337 -0.24803 -2.30044
H -0.50612 -0.36652 -1.85865
H 0.20664 1.24431 -2.01781
H 1.43880 2.19194 0.14780
H 2.56614 1.18829 -0.73434
H 2.19369 0.85677 0.92698
H 1.83993 -2.85844 -0.56135
H 2.77755 -2.12621 0.71219
H 2.68403 -1.36382 -0.88131
H 0.05118 -1.66473 -0.24221
H 0.47928 -2.09021 2.18977
H 1.14045 -0.50010 2.35524
H -0.49943 -0.67348 1.89249
H -4.87936 2.56002 0.65211
H -5.10126 1.99581 -0.62594
O -5.56849 2.03517 0.22355
*
```

(b)
Molecular formula: C5H15NO
Method: DFT, the ωB97M-V functional and the def2-TZVPD basis

Properties
molecular weight = 105.181 Da
HOMO level = -0.325 hartree
E_LUMO = 0.86 eV

```
! wB97M-V def2-TZVPD RIJCOSX def2/J DEFGRID3
* xyz 0 1
C -0.82151 -0.69685 -2.11262
C -0.03742 0.56825 -2.36801
N 0.96785 0.82620 -1.32066
H -1.47972 -0.90867 -2.95464
H -0.16901 -1.55563 -1.94405
H -1.45269 -0.58306 -1.22954
H 0.47705 0.47437 -3.33051
H -0.69610 1.43401 -2.40662
H 0.22046 1.04112 -0.13029
H 1.37532 1.75255 -1.41937
H 1.70557 0.13819 -1.30941
C -1.00215 0.49454 1.52074
O -0.41828 1.43414 0.66063
C -0.01190 -0.12967 2.49356
C 0.98700 -1.05236 1.78787
H -1.49673 -0.31288 0.95538
H -1.77183 1.03256 2.08021
H -0.55835 -0.71686 3.23736
H 0.50566 0.67336 3.02202
H 1.65709 -1.58189 2.46539
H 1.59411 -0.51255 1.06045
H 0.42557 -1.81887 1.24209
*
```

(c)
Molecular formula: C5H15NO
Method: DFT, the ωB97M-V functional and the def2-TZVPD basis

Properties
molecular weight = 105.181 Da
HOMO level = -0.357 hartree
E_LUMO = 1.01 eV

```
! wB97M-V def2-TZVPD RIJCOSX def2/J DEFGRID3
* xyz 0 1
C 0.20301 -1.12330 -2.04791
C 0.41425 0.27497 -1.31312
C -0.89686 1.11183 -1.38456
C -1.94809 0.77546 -0.44860
C -2.56550 1.86352 0.50484
N 1.48409 1.02127 -2.08875
H 0.43008 -1.01770 -3.09747
H -0.76021 -1.59035 -1.82715
H 0.94533 -1.92663 -1.61875
H 0.69285 0.33745 -0.21411
H -1.22129 1.23456 -2.44458
H -0.46487 2.11856 -1.03162
H -1.66352 -0.02599 0.16460
H -2.73180 0.22867 -0.99368
H -1.87739 1.77797 1.45149
H -3.60477 1.70050 0.86028
H -2.45387 2.86734 0.12094
H 1.93203 1.61866 -1.37477
H 2.30060 0.26958 -2.11256
H 2.59229 -4.03294 5.35469
H 2.28430 -2.83099 6.19720
O 2.74634 -3.16156 5.41536
*
```

The structure with the least stability is (c).

(a)
Molecular formula: C5H15NO
Method: DFT, the ωB97M-V functional and the def2-TZVPD basis

Properties
molecular weight = 105.181 Da
HOMO level = -0.339 hartree
E_LUMO = 0.74 eV

```
! wB97M-V def2-TZVPD RIJCOSX def2/J DEFGRID3
* xyz 0 1
C 1.50078 1.66564 -0.13163
C 0.34357 0.95579 0.59658
C 0.47173 -0.65852 0.25731
C -0.98723 -0.90332 0.00175
C 1.04106 -1.55409 1.50498
N 0.53011 1.27577 2.05071
H 1.60624 1.34565 -1.14024
H 1.26579 2.69023 -0.19063
H 2.43958 1.65258 0.44918
H -0.58820 1.38974 0.21199
H 0.97956 -1.01035 -0.80041
H -1.49085 -0.22885 -0.73989
H -1.54129 -0.75562 1.00743
H -0.95503 -1.93981 -0.29252
H 2.02870 -1.96631 1.29652
H 1.14203 -0.98482 2.55658
H 0.35317 -2.38561 1.72997
H 0.92066 2.09925 2.21648
H -0.28976 1.26158 2.53087
H -3.04145 -0.11638 -3.74196
H -2.92957 -0.83353 -5.14100
O -2.79960 -0.99902 -4.23207
*
```

(b)
Molecular formula: C5H15NO
Method: DFT, the ωB97M-V functional and the def2-TZVPD basis

Properties
molecular weight = 105.181 Da
HOMO level = -0.286 hartree
E_LUMO = 0.79 eV

```
! wB97M-V def2-TZVPD RIJCOSX def2/J DEFGRID3
* xyz 0 1
C 0.92383 1.22553 1.17164
N 0.62935 0.15866 0.22058
C -0.10570 -0.95882 0.72331
C 0.42957 -2.38778 0.34698
C 0.61985 0.32737 -1.22107
C 1.05067 2.59453 0.48833
H 1.79041 0.95756 1.78795
H 0.03606 1.33619 1.79696
H -1.18941 -0.92209 0.53250
H -0.02817 -0.95549 1.81136
H 0.60810 -2.95750 1.25235
H -0.33664 -2.92158 -0.21911
H 1.30573 -2.24816 -0.28205
H 1.56575 0.72836 -1.57320
H -0.32613 0.82762 -1.49218
H 0.49533 -0.63028 -1.72669
H 1.81343 2.64871 -0.28463
H 0.09871 2.67990 -0.04762
H 1.11803 3.42986 1.17657
H -3.99830 -1.27863 -1.99623
H -2.81516 -1.00728 -1.12029
O -3.68530 -0.64667 -1.34547
*
```

(c)
Molecular formula: C5H15NO
Method: DFT, the ωB97M-V functional and the def2-TZVPD basis

Properties
molecular weight = 105.181 Da
HOMO level = -0.306 hartree
E_LUMO = 0.81 eV

```
! wB97M-V def2-TZVPD RIJCOSX def2/J DEFGRID3
* xyz 0 1
C -0.15465 1.28478 -1.34036
N 0.58224 0.12947 -0.65201
C 1.02406 0.62136 0.65930
C 1.91730 -0.44664 1.30553
C -0.27206 -1.02850 -0.61293
C -0.98798 0.90390 -2.55803
H 0.68775 1.93925 -1.54170
H -0.71636 1.79219 -0.53168
H 0.08823 0.76563 1.23071
H 1.60837 1.53359 0.55443
H 2.43347 -0.09696 2.20543
H 1.28825 -1.28468 1.60750
H 2.63562 -0.81106 0.57906
H -0.42102 -1.39938 -1.62268
H -1.25047 -0.83152 -0.13039
H 0.23000 -1.82996 -0.05018
H -0.34191 0.69314 -3.40971
H -1.80868 0.22887 -2.33721
H -1.53439 1.82068 -2.81501
H -1.67439 -0.61130 3.44210
H -1.31378 -2.00787 3.05606
O -2.01959 -1.36501 2.96176
*
```

(d)
Molecular formula: C5H15NO
Method: DFT, the ωB97M-V functional and the def2-TZVPD basis

Properties
molecular weight = 105.181 Da
HOMO level = -0.313 hartree
E_LUMO = 0.99 eV

```
! wB97M-V def2-TZVPD RIJCOSX def2/J DEFGRID3
* xyz 0 1
C -1.44774 -1.60275 0.68851
C -1.98673 -0.83081 1.87055
C -0.74113 -0.73382 -0.34722
N 0.55414 -0.23478 0.06468
C 0.76286 1.06061 0.68981
C 2.23671 1.44650 0.63263
H -2.24078 -2.21307 0.26429
H -0.77533 -2.37012 1.08466
H -1.20750 -0.23832 2.36657
H -2.76769 -0.11730 1.62562
H -2.35965 -1.47947 2.67115
H -0.60476 -1.31202 -1.27012
H -1.38111 0.10684 -0.58470
H 1.17272 -0.95295 0.44025
H 0.46363 1.07058 1.75094
H 0.15493 1.79249 0.16873
H 2.36187 2.44186 1.02634
H 2.61535 1.45697 -0.39389
H 2.80863 0.74466 1.22440
H 1.41897 0.59961 -3.09610
H 0.17937 0.91784 -2.26878
O 0.46258 0.68864 -3.17485
*
```

The structure with the least stability is (a).

(a)
Molecular formula: C5H15NO
Method: DFT, the ωB97M-V functional and the def2-TZVPD basis

Properties
molecular weight = 105.181 Da
HOMO level = -0.305 hartree
E_LUMO = 0.86 eV

```
! wB97M-V def2-TZVPD RIJCOSX def2/J DEFGRID3
* xyz 0 1
C 0.07002 0.56573 -1.41224
N 0.16980 0.30989 0.00032
C -0.75713 -0.65391 0.50930
C -0.47410 -1.14810 1.93301
C 1.00719 -1.38682 2.21810
C -1.37857 -2.23370 2.43713
H 0.33334 -0.31496 -2.00089
H -0.91545 0.96176 -1.71161
H 0.72812 1.33448 -1.81860
H 0.26296 1.17317 0.51065
H -1.74298 -0.17825 0.69613
H -0.91850 -1.47721 -0.18594
H -0.66890 -0.28662 2.58921
H 1.09647 -1.68668 3.26228
H 1.35970 -2.23987 1.63195
H 1.56651 -0.50225 1.94744
H -1.33163 -3.10310 1.76496
H -1.13633 -2.59782 3.43427
H -2.46079 -2.08031 2.40166
H 0.74394 3.65710 -5.41091
H 1.12489 4.66405 -4.39866
O 1.24136 3.72109 -4.58690
*
```

(b)
Molecular formula: C5H15NO
Method: DFT, the ωB97M-V functional and the def2-TZVPD basis

Properties
molecular weight = 105.181 Da
HOMO level = -0.315 hartree
E_LUMO = 0.70 eV

```
! wB97M-V def2-TZVPD RIJCOSX def2/J DEFGRID3
* xyz 0 1
C 1.16941 -1.04148 0.85777
C 1.14585 -0.16966 -0.34886
N -0.15999 0.24752 -0.89101
C -0.87026 -1.00754 -1.52972
C -1.38112 -2.43975 -0.92468
C -0.96623 1.02242 -0.03159
H 0.32736 -1.10511 1.66671
H 1.90893 -0.82951 1.57975
H 1.07158 -2.08989 0.56745
H 1.97085 0.56751 -0.49137
H 1.46826 -0.62337 -1.25634
H -1.90388 -0.63771 -1.95788
H -0.22796 -1.33181 -2.36413
H -1.70368 -2.23395 0.12358
H -2.11792 -2.99352 -1.49472
H -0.46536 -3.06189 -0.95298
H -2.02376 1.09541 -0.41728
H -1.10601 0.93249 1.04496
H -0.52717 1.97763 -0.12924
H 1.61556 3.81490 2.46045
H 1.47341 5.20985 1.86099
O 1.30215 4.69745 2.62813
*
```

The structure with the least stability is (b).